1.
This record from OMol25 describes the molecule C4H7NO2 at a distorted geometry. The level of theory is ωB97M-V/def2-TZVPD.

Computed properties:
- orbital gap (eV) = 10.374
- HOMO energy (Ha) = -0.371
- energy relative to the best compared isomer or geometry (same formula, charge and spin) (kcal/mol) = 70.17

Last column: natural (NBO) charge in e.
Atoms and positions in Å:
1 C 0.932831 1.513808 -0.388753  -0.61
2 C 0.388139 0.614295 0.620012  -0.24
3 N -0.415677 -0.558718 0.199639  -0.43
4 C 0.121187 -1.872211 0.008451  0.53
5 O 1.389882 -1.850764 -0.063795  -0.55
6 C -1.680474 -0.688305 -0.094830  0.52
7 O -2.684349 0.137839 -0.029431  -0.61
8 H 1.691237 1.233906 -0.991765  0.22
9 H 1.530313 2.389107 0.081358  0.22
10 H 0.100095 1.939753 -0.892768  0.21
11 H 1.342488 0.296347 0.983229  0.25
12 H -0.324540 1.192989 1.231299  0.23
13 H -0.488023 -2.586042 -0.290541  0.15
14 H -1.903107 -1.762008 -0.372103  0.11

Atoms 1-3, force components in eV/Å:
C -1.07 4.05 0.68
C -0.67 -0.63 0.82
N 1.38 -2.08 -0.18


2.
This record from OMol25 describes a cluster of 6 separate species, C21H36N2O10S4 in total at a distorted geometry. The level of theory is ωB97M-V/def2-TZVPD.

Computed properties:
- orbital gap (eV) = 8.103
- HOMO energy (Ha) = -0.321

Last column: Mulliken charge in e.
Atoms and positions in Å:
1 O 2.835444 0.032746 2.163259  -0.58
2 S 3.571049 1.227333 1.882464  1.25
3 O 3.694764 2.152717 2.958189  -0.69
4 O 5.011757 0.822411 1.325024  -0.22
5 C 5.935474 0.338539 2.351851  -0.09
6 C 7.295513 0.570948 1.817676  -1.21
7 C 2.894478 2.142856 0.523357  -1.13
8 H 5.683360 -0.720295 2.477437  0.17
9 H 5.789360 0.924598 3.270629  0.37
10 H 7.523785 -0.127022 1.002354  0.28
11 H 8.044706 0.563831 2.551844  0.41
12 H 7.246016 1.619874 1.397966  0.28
13 H 2.814277 1.565600 -0.404574  0.30
14 H 3.481266 3.004470 0.380725  0.43
15 H 1.927553 2.424126 0.804104  0.48
16 C -4.811378 0.290194 -3.147858  -0.56
17 C -4.037670 0.299936 -2.032893  -0.04
18 C -3.324217 1.474361 -1.675134  0.12
19 C -3.415317 2.619178 -2.469296  -0.31
20 C -4.192978 2.587731 -3.670841  -0.41
21 C -4.873456 1.384137 -4.002043  -0.43
22 N -2.681406 3.779963 -2.121694  1.09
23 O -1.973866 3.666127 -1.161301  -0.61
24 O -2.808603 4.833252 -2.766801  -0.64
25 H -5.339009 -0.643466 -3.397164  0.35
26 H -3.906928 -0.507601 -1.260442  0.18
27 H -2.872819 1.584649 -0.695628  0.40
28 H -4.213973 3.446635 -4.345926  0.47
29 H -5.459507 1.332732 -4.906668  0.44
30 C -0.488430 1.942299 -5.181279  -0.61
31 C -0.514545 1.293999 -3.959900  -0.43
32 C -1.110921 0.034487 -3.883220  -0.50
33 C -1.791549 -0.473195 -4.969965  0.10
34 C -1.751228 0.089012 -6.232381  -0.63
35 C -1.156025 1.379167 -6.297090  -0.35
36 N -2.390909 -1.801092 -4.823168  1.16
37 O -3.038227 -2.257287 -5.734168  -0.65
38 O -2.162943 -2.411853 -3.773613  -0.61
39 H -0.103931 2.925334 -5.367578  0.40
40 H -0.020002 1.652412 -3.063619  0.55
41 H -0.967712 -0.469944 -2.957780  0.75
42 H -2.351598 -0.303720 -7.075055  0.39
43 H -1.075658 1.895280 -7.230013  0.42
44 C -1.875699 -1.338071 0.430821  -1.03
45 S -0.121965 -0.761414 0.649633  0.64
46 O 0.344833 -0.204905 -0.667873  -0.57
47 C -0.432379 0.568767 1.816780  -0.35
48 H -1.871691 -2.000869 -0.443179  0.44
49 H -2.590309 -0.604932 0.190487  -0.02
50 H -2.210120 -1.941871 1.258924  0.48
51 H 0.554911 1.001106 2.073618  0.08
52 H -1.192615 0.290835 2.542426  0.14
53 H -1.015357 1.372338 1.229611  0.13
54 C 2.926138 -3.289197 1.166637  -0.75
55 S 4.462220 -4.064193 1.698657  0.34
56 O 5.526565 -3.006728 1.796050  -0.56
57 C 3.759469 -4.284277 3.389027  -0.99
58 H 2.649136 -2.626870 1.942778  0.14
59 H 2.160417 -4.102726 1.253098  0.42
60 H 3.031665 -2.837687 0.168645  0.37
61 H 4.460163 -4.787564 4.008370  0.36
62 H 2.798902 -4.700363 3.487900  0.40
63 H 3.581071 -3.270705 3.776026  0.28
64 C -3.528152 0.331504 5.601112  -0.97
65 S -3.155490 -1.039820 4.535272  0.34
66 O -2.805844 -0.439796 3.200134  -0.54
67 C -1.600568 -1.516799 5.236206  -0.85
68 H -3.433152 0.301101 6.668133  0.40
69 H -4.558528 0.607699 5.479150  0.33
70 H -2.911941 1.168848 5.164154  0.28
71 H -0.826765 -0.778361 5.206848  0.32
72 H -1.324563 -2.339943 4.549723  0.27
73 H -1.714347 -1.890571 6.291043  0.38

Atoms 1-3, force components in eV/Å:
O -0.34 -0.35 -0.34
S 0.33 -0.23 -0.38
O 0.32 0.58 0.53


3.
This record from OMol25 describes a structure of composition C2H2CuF2LiO at a distorted geometry. The level of theory is ωB97M-V/def2-TZVPD.

Computed properties:
- orbital gap (eV) = 10.246
- HOMO energy (Ha) = -0.703
- energy relative to the best compared isomer or geometry (same formula, charge and spin) (kcal/mol) = 0.00
- charge = +2

Last column: natural (NBO) charge in e.
Atoms and positions in Å:
1 F -1.341998 0.516437 0.583312  -0.40
2 O 1.815466 -0.630009 0.070829  -0.54
3 C 0.788168 -0.486652 0.697016  0.40
4 C -0.439364 -0.204772 -0.162717  0.46
5 Li -3.068047 1.456978 0.441383  1.00
6 H 0.634754 -0.895352 1.709807  0.21
7 H -0.957445 -1.089432 -0.554318  0.22
8 F 0.022869 0.659729 -1.129627  -0.34
9 Cu 2.545601 0.673076 -1.655686  0.98

Atoms 1-3, force components in eV/Å:
F -0.81 0.36 0.23
O 0.32 1.10 0.50
C 0.08 -2.52 -0.94


4.
This record from OMol25 describes a cluster of 2 separate species, C35H43 in total at a distorted geometry. The level of theory is ωB97M-V/def2-TZVPD.

Computed properties:
- orbital gap (eV) = 5.432
- HOMO energy (Ha) = -0.417
- charge = +1

Last column: Mulliken charge in e.
Atoms and positions in Å:
1 C 6.562353 -2.080788 0.095069  -1.16
2 C 5.682962 -2.539572 -1.077528  -0.42
3 C 5.263695 -1.395383 -2.001604  -0.23
4 C 4.535012 -1.856625 -3.271313  -1.13
5 C 3.134339 -2.464747 -3.054240  -0.64
6 C 2.016101 -1.451709 -2.717347  -0.84
7 C 1.643049 -1.354386 -1.239560  0.73
8 C 0.466267 -0.384189 -0.980783  -1.16
9 C -0.007337 -0.278981 0.455959  0.98
10 C -1.320630 -0.313149 0.760984  -1.31
11 C 1.045897 -0.049372 1.543572  -1.08
12 C 1.547056 -1.276004 2.324006  -0.31
13 C 2.723944 -0.992018 3.285469  -1.13
14 C 4.049320 -0.516716 2.672872  -0.70
15 C 4.674551 -1.542469 1.729545  0.38
16 C 5.947782 -1.046996 1.048110  -0.70
17 H 6.840201 -2.966418 0.678690  0.37
18 H 7.487516 -1.656862 -0.313341  0.37
19 H 6.257910 -3.268870 -1.670268  0.43
20 H 4.792199 -3.079488 -0.719667  0.20
21 H 4.645665 -0.669865 -1.447620  0.03
22 H 6.172578 -0.849247 -2.301316  0.43
23 H 4.450471 -0.998884 -3.952770  0.34
24 H 5.162946 -2.606016 -3.775493  0.40
25 H 2.853860 -2.964271 -3.992399  0.34
26 H 3.178213 -3.248765 -2.284102  0.34
27 H 2.296668 -0.449340 -3.077610  0.34
28 H 1.108115 -1.741904 -3.269191  0.45
29 H 1.369481 -2.353361 -0.856212  0.32
30 H 2.521655 -1.028732 -0.651213  -0.58
31 H 0.790205 0.619746 -1.308471  0.38
32 H -0.384430 -0.666725 -1.618493  0.36
33 H -1.650311 -0.295153 1.802110  0.31
34 H -2.068657 -0.445560 -0.022281  0.19
35 H 1.907389 0.464439 1.088037  0.31
36 H 0.604265 0.646808 2.276148  0.60
37 H 0.715383 -1.649889 2.939522  0.42
38 H 1.803205 -2.091027 1.626771  0.26
39 H 2.400914 -0.239788 4.017382  0.39
40 H 2.929060 -1.918268 3.840055  0.38
41 H 3.936746 0.455081 2.163360  0.31
42 H 4.763418 -0.347351 3.496158  0.43
43 H 4.919950 -2.448385 2.311506  0.28
44 H 3.935090 -1.870942 0.979364  -0.36
45 H 6.688139 -0.821112 1.830756  0.41
46 H 5.748223 -0.096421 0.528550  0.33
47 C -4.154191 1.339015 0.263347  -0.23
48 C -5.053099 0.636228 1.137796  0.62
49 C -5.505297 -0.666050 0.807663  -0.23
50 C -6.606565 -1.218081 1.463605  -0.95
51 C -7.219461 -0.540169 2.527024  -0.38
52 C -6.709730 0.697511 2.942082  -0.86
53 C -5.634685 1.277765 2.271429  -0.42
54 C -3.417516 2.519529 0.656831  0.45
55 C -3.118531 3.285905 -0.519116  0.32
56 C -2.678239 4.597918 -0.429856  -0.49
57 C -2.403122 5.123128 0.837983  -0.64
58 C -2.550947 4.325677 1.990463  -1.00
59 C -3.085105 3.034205 1.907550  -0.22
60 C -3.582868 2.535472 -1.671111  0.05
61 C -4.179680 1.310136 -1.195997  1.28
62 C -4.775900 0.465199 -2.134575  -0.18
63 C -4.768419 0.826439 -3.490204  -1.01
64 C -4.279562 2.073604 -3.915368  -0.64
65 C -3.684970 2.943516 -2.992085  -0.47
66 H -4.966403 -1.225785 0.038665  0.59
67 H -6.995457 -2.182390 1.134338  0.40
68 H -8.091722 -0.967870 3.024224  0.41
69 H -7.162792 1.219893 3.784943  0.42
70 H -5.267662 2.254187 2.590326  0.55
71 H -2.582060 5.184306 -1.344491  0.45
72 H -2.080255 6.156414 0.932453  0.45
73 H -2.269005 4.728188 2.965862  0.43
74 H -3.227761 2.423503 2.794755  0.65
75 H -5.222372 -0.472028 -1.814748  0.26
76 H -5.173142 0.135653 -4.235194  0.42
77 H -4.372350 2.376490 -4.951995  0.44
78 H -3.321562 3.932166 -3.267770  0.45

Atoms 1-3, force components in eV/Å:
C -0.06 0.02 -0.02
C -0.06 0.01 -0.07
C 0.04 0.11 0.00


5.
This record from OMol25 describes a cluster of 3 separate species, C5H8O in total at a distorted geometry. The level of theory is ωB97M-V/def2-TZVPD.

Computed properties:
- orbital gap (eV) = 9.247
- HOMO energy (Ha) = -0.322
- energy relative to the best compared isomer or geometry (same formula, charge and spin) (kcal/mol) = 121.42

Last column: natural (NBO) charge in e.
Atoms and positions in Å:
1 C -1.160200 -0.976563 -0.456194  -0.62
2 C -0.591244 0.419220 -0.678087  -0.21
3 C -0.174205 1.282546 0.476903  -0.28
4 C 0.861050 0.761327 -0.330127  -0.38
5 C 1.697802 -0.564632 0.412706  0.59
6 O 2.340459 -1.377195 -0.133164  -0.49
7 H -0.803434 -1.422913 0.476407  0.22
8 H -2.254080 -0.924371 -0.396760  0.22
9 H -0.901156 -1.651566 -1.280096  0.21
10 H -1.019465 0.891105 -1.575815  0.21
11 H 0.064858 0.365307 1.801495  0.07
12 H -0.452874 2.294326 0.778102  0.24
13 H 1.601657 1.269754 -0.947083  0.25
14 H 0.790831 -0.366347 1.851713  -0.02

Atoms 1-3, force components in eV/Å:
C 0.06 -0.01 0.03
C 0.07 -0.04 0.24
C 0.22 -0.82 1.07


6.
This record from OMol25 describes a cluster of 2 separate species, C2H6ClNS in total. The level of theory is ωB97M-V/def2-TZVPD.

Computed properties:
- orbital gap (eV) = 10.668
- HOMO energy (Ha) = -0.371
- energy relative to the best compared isomer or geometry (same formula, charge and spin) (kcal/mol) = 0.00

Last column: natural (NBO) charge in e.
Atoms and positions in Å:
1 H 0.378039 2.070155 -0.077565  0.36
2 N 0.604228 1.082735 -0.024096  -0.68
3 C -0.341030 0.258797 0.021694  0.21
4 C -0.054149 -1.197408 0.114889  -0.69
5 S -2.085185 0.627622 -0.020888  0.01
6 H -0.623128 -1.746572 -0.633098  0.23
7 H 1.010414 -1.368352 -0.034973  0.25
8 H -0.340309 -1.569661 1.096687  0.24
9 H -1.961389 1.943374 -0.207905  0.13
10 Cl 3.750655 0.303019 0.050801  -0.35
11 H 2.485554 0.644224 0.018183  0.30

Atoms 1-3, force components in eV/Å:
H -0.31 -0.05 0.00
N 0.90 0.37 -0.02
C -0.49 0.15 -0.08


Among the records above, which one has the lowest orbital gap?
C35H43


Which of these has the lowest orbital gap?
C35H43


What is the HOMO energy in the fifth record?
-0.322 Ha